No. 1
The following is a quantum chemistry calculation of a molecular structure, C13H10F3N12Ni, from the OMol25 dataset.

## Properties
Total charge: -1
Lowest unoccupied orbital energy (spin up / spin down) (eV): 2.38 / 2.38
2S+1: 1

Each line ends with the Mulliken charge.
Geometry (Å):
Ni1 0.7958 -0.6120 0.0377  -0.19
N1 0.3030 -3.5125 1.7236  -0.09
C1 1.1882 -2.5930 2.2167  0.53
N2 1.8568 -2.7665 3.3469  -0.58
N3 2.5635 -1.6295 3.4927  -0.73
N4 2.3456 -0.8262 2.5217  -0.39
N5 1.4660 -1.4057 1.6644  0.79
C2 -0.5641 -3.2533 0.6969  0.60
N6 -1.5633 -4.0512 0.3494  -0.56
N7 -2.1395 -3.4214 -0.6919  -0.76
N8 -1.5353 -2.3204 -0.9502  -0.45
N9 -0.5016 -2.1737 -0.0869  0.34
H1 0.1375 -4.3299 2.2825  0.23
N10 -1.1167 2.0028 -0.9364  -0.03
C3 -0.7417 1.0998 -1.9128  0.64
C4 -1.2000 1.3834 -3.2139  -0.80
C5 -0.8712 0.5443 -4.2460  -0.43
C6 -0.0925 -0.5769 -3.9804  -0.87
C7 0.3080 -0.7856 -2.6859  -0.22
N11 0.0041 0.0320 -1.6618  0.41
C8 -0.9329 2.0786 0.4380  0.76
C9 -1.5164 3.1783 1.0892  -0.92
C10 -1.3472 3.3015 2.4493  -0.35
C11 -0.6094 2.3389 3.1269  -0.88
C12 -0.0804 1.2915 2.4006  -0.22
N12 -0.2399 1.1553 1.0806  0.12
H2 -1.6652 2.7598 -1.3021  0.14
H3 -1.8101 2.2622 -3.3801  0.36
H4 -1.2191 0.7558 -5.2489  0.39
H5 0.1888 -1.2772 -4.7522  0.39
H6 0.9068 -1.6427 -2.4155  0.38
H7 -2.0841 3.9064 0.5232  0.35
H8 -1.7838 4.1399 2.9771  0.38
H9 -0.4379 2.3966 4.1920  0.44
H10 0.5198 0.5245 2.8720  0.31
F1 2.7000 0.4593 -1.7535  -0.34
C13 2.4936 0.3106 -0.3764  0.83
F2 3.6265 -0.3327 0.0250  -0.28
F3 2.6483 1.5892 0.0882  -0.33

No. 2
The following is a quantum chemistry calculation of a molecular structure, C13H10N7OPdS2, from the OMol25 dataset.

## Properties
Total charge: -1
Lowest unoccupied orbital energy (eV): 1.25
2S+1: 1

Each line ends with the Mulliken charge.
Geometry (Å):
Pd1 0.2370 -0.1898 0.0264  0.11
N1 0.6634 2.3972 0.0374  -0.38
C1 -0.3970 3.3365 0.3432  -0.63
C2 -1.6829 2.8304 -0.3226  -0.74
N2 -1.8215 1.4245 -0.0088  -0.25
H1 1.4941 2.5443 0.6001  0.23
H2 0.9181 2.4260 -0.9478  0.21
H3 -0.1940 4.3669 0.0057  0.30
H4 -0.5314 3.3463 1.4276  0.38
H5 -1.5798 2.9220 -1.4076  0.36
H6 -2.5378 3.4515 -0.0008  0.32
H7 -2.4832 0.9512 -0.6124  0.20
H8 -2.0892 1.2728 0.9618  0.19
S1 2.6263 0.0312 0.1162  -0.37
C3 3.2174 -1.5730 -0.1567  0.80
C4 4.5773 -1.7521 -0.3992  -0.96
C5 5.1181 -3.0132 -0.6290  0.37
C6 6.5034 -3.1576 -0.8227  -0.03
N3 7.6420 -3.2500 -0.9576  -0.55
C7 4.2580 -4.1407 -0.6392  0.45
C8 2.9026 -3.9669 -0.4037  -0.97
C9 2.3618 -2.7077 -0.1346  0.74
S2 0.6878 -2.6184 0.2549  -0.27
C10 4.7543 -5.4421 -0.8415  -0.06
N4 5.1302 -6.5197 -0.9771  -0.54
H9 5.2223 -0.8846 -0.4077  0.48
H10 2.2442 -4.8252 -0.4216  0.50
O1 -1.8252 -1.2021 -0.0404  -0.42
N5 -2.7395 -1.7445 0.6453  -0.36
C11 -3.6015 -2.5971 0.1322  0.34
C12 -4.6030 -3.0958 0.9817  0.25
N6 -5.4527 -3.4980 1.6450  -0.51
C13 -3.6452 -3.0455 -1.2068  0.33
N7 -3.6527 -3.3797 -2.3075  -0.50

No. 3
The following is a quantum chemistry calculation of a single C13H10O3 molecule, from the OMol25 dataset.

## Properties
Total charge: 0
SMILES: CC#CC#C/C=C1\C=C[C@]2(OC=C[C@H]2O)O1
Lowest unoccupied orbital energy (eV): 0.07
2S+1: 1

Each line ends with the Mulliken charge.
Geometry (Å):
C1 1.8304 3.7182 5.7781  -0.97
C2 1.1054 2.9261 4.7906  0.16
C3 0.5557 2.2400 3.9401  -0.25
C4 -0.0117 1.3900 2.9377  0.16
C5 -0.5824 0.6827 2.1052  -0.10
C6 -1.2171 -0.1878 1.1461  -0.56
C7 -0.7529 -0.3789 -0.1030  0.13
C8 0.3894 0.2308 -0.7388  0.02
C9 0.3537 -0.1470 -2.0518  -1.44
C10 -0.7559 -1.1452 -2.2375  1.66
O1 -1.8134 -0.6478 -3.0695  -0.47
C11 -1.7590 -1.4897 -4.1632  -0.46
C12 -0.8451 -2.4713 -4.1043  -0.70
C13 -0.2447 -2.4950 -2.7646  0.19
O2 1.1858 -2.5772 -2.8994  -0.57
O3 -1.3707 -1.2490 -0.9513  -0.48
H1 2.2154 4.6412 5.3331  0.29
H2 2.6688 3.1336 6.1222  0.29
H3 1.1817 3.9040 6.6824  0.27
H4 -2.1398 -0.6709 1.4301  0.42
H5 1.0813 0.9158 -0.3137  0.51
H6 1.0454 0.1440 -2.8477  0.41
H7 -2.3905 -1.3933 -5.0197  0.48
H8 -0.7035 -3.2677 -4.8063  0.39
H9 -0.5968 -3.3561 -2.1808  0.24
H10 1.5703 -2.4496 -2.0139  0.37

No. 4
The following is a quantum chemistry calculation of a single C13H11ClN2O5S molecule, from the OMol25 dataset.

## Properties
Total charge: 0
SMILES: O=C1COc2cc(S(=O)(=O)NCc3ccco3)c(Cl)cc2N1
Lowest unoccupied orbital energy (eV): 0.40
2S+1: 1

Each line ends with the Mulliken charge.
Geometry (Å):
O1 2.9005 1.5588 5.8107  -0.61
C1 2.6259 1.2624 4.6748  0.39
C2 3.6256 0.6441 3.7054  -0.32
O2 3.0706 -0.1695 2.6892  -0.48
C3 1.9102 0.2664 2.1371  0.35
C4 1.5404 -0.1814 0.8776  -0.75
C5 0.3440 0.2241 0.3163  -0.20
S1 -0.0704 -0.3728 -1.3285  1.53
O3 0.9892 -1.2219 -1.7663  -0.73
O4 -0.4481 0.7429 -2.1442  -0.60
N1 -1.3984 -1.3383 -0.9588  -0.18
C6 -1.6018 -2.4488 -1.8850  -1.28
C7 -2.0087 -1.9648 -3.2367  0.71
C8 -3.2184 -1.5655 -3.7305  -0.55
C9 -2.9696 -1.0765 -5.0354  -0.38
C10 -1.6294 -1.2073 -5.2290  -0.51
O5 -1.0437 -1.7417 -4.1493  -0.25
C11 -0.4963 1.0813 1.0053  -0.15
Cl1 -1.9762 1.5764 0.3011  -0.20
C12 -0.1493 1.5333 2.2710  -0.85
C13 1.0478 1.1237 2.8401  0.91
N2 1.4050 1.5113 4.1260  -0.13
H1 4.3232 0.0137 4.2607  0.31
H2 4.1929 1.4742 3.2536  0.24
H3 2.1761 -0.8514 0.3231  0.57
H4 -2.2251 -0.7591 -0.8885  0.31
H5 -2.3566 -3.1121 -1.4569  0.41
H6 -0.6412 -2.9614 -1.9538  0.44
H7 -4.1655 -1.6228 -3.2330  0.49
H8 -3.6886 -0.6834 -5.7241  0.42
H9 -0.9992 -0.9683 -6.0622  0.47
H10 -0.8134 2.1885 2.8122  0.41
H11 0.7240 1.9971 4.6958  0.20

No. 5
The following is a quantum chemistry calculation of a molecular structure, C13H11CoN5OS2, from the OMol25 dataset.

## Properties
Total charge: +1
Lowest unoccupied orbital energy (spin up / spin down) (eV): -4.54 / -6.45
2S+1: 5

Each line ends with the Mulliken spin population.
Geometry (Å):
Co1 1.4173 -2.3949 0.0744  2.73
N1 4.5282 0.6458 -0.2960  0.06
C1 3.4906 -0.1786 -0.3108  -0.05
S1 3.6046 -1.8120 -0.6566  0.19
N2 2.2919 0.5084 -0.0746  0.52
N3 1.2757 -0.2877 0.0931  -0.03
C2 0.0564 0.2527 0.0785  0.00
C3 -0.2197 1.6766 -0.0490  0.03
C4 -1.1492 2.1109 -1.0025  0.05
C5 -1.4080 3.4614 -1.1510  -0.02
C6 -0.7728 4.3820 -0.3281  0.04
C7 0.1384 3.9569 0.6313  -0.02
C8 0.4344 2.6134 0.7593  0.06
C9 -1.0284 -0.7371 0.1495  0.12
C10 -2.3445 -0.3986 0.4252  0.06
C11 -3.2949 -1.4145 0.4711  -0.02
C12 -2.9041 -2.7206 0.2557  0.06
C13 -1.5573 -2.9925 0.0230  -0.01
N4 -0.6527 -2.0234 -0.0296  0.08
H1 5.4570 0.3045 -0.4826  0.00
H2 4.3815 1.6307 -0.1394  0.00
H3 -1.6379 1.3938 -1.6494  0.00
H4 -2.1058 3.7959 -1.9061  0.00
H5 -0.9875 5.4368 -0.4349  0.00
H6 0.6208 4.6776 1.2772  0.00
H7 1.1439 2.2825 1.5043  0.00
H8 -2.6199 0.6269 0.6187  0.00
H9 -4.3277 -1.1764 0.6858  0.00
H10 -3.6124 -3.5360 0.2853  0.00
H11 -1.1879 -4.0042 -0.1049  0.00
O1 0.0555 -6.1968 0.1954  0.02
S2 1.3683 -5.6761 0.5450  0.02
N5 1.5462 -4.2074 0.5429  0.09

No. 6
The following is a quantum chemistry calculation of a molecular structure, C13H11MgNO5S, from the OMol25 dataset.

## Properties
Total charge: 0
Lowest unoccupied orbital energy (eV): -0.83
2S+1: 1

Each line ends with the Mulliken charge.
Geometry (Å):
Mg1 -0.1694 -0.0322 -0.3861  0.83
O1 -3.5416 -0.1467 -3.2965  -0.44
C1 -2.6191 -0.3336 -2.3702  0.28
O2 -1.4394 -0.1315 -2.4956  -0.65
C2 -3.1807 -0.7771 -1.0462  0.64
C3 -4.4459 -1.2622 -0.8467  -0.64
C4 -4.6764 -1.7991 0.4139  -0.28
C5 -3.7052 -1.7519 1.3747  -0.69
C6 -2.4653 -1.2222 1.0784  0.60
N1 -2.2001 -0.7706 -0.1375  -0.01
C7 -1.3222 -1.0250 2.1091  0.38
O3 -1.5841 -1.3578 3.2678  -0.69
O4 -0.2567 -0.5327 1.5886  -0.69
H1 -3.0467 0.2249 -4.0567  0.39
H2 -5.1681 -1.2359 -1.6680  0.49
H3 -5.6447 -2.2407 0.7146  0.37
H4 -3.8998 -2.0082 2.3753  0.57
S1 1.8736 -0.3129 -1.4798  -0.52
C8 3.0888 0.3365 -0.3359  0.65
C9 4.3426 0.5667 -0.9194  -0.80
C10 5.3691 1.0850 -0.1441  -0.22
C11 5.2416 1.2658 1.2450  -0.80
C12 3.9955 0.9959 1.7466  -0.39
C13 2.9178 0.5659 0.9904  -0.45
H5 4.4869 0.4398 -1.9838  0.38
H6 6.3224 1.2813 -0.6377  0.31
H7 6.0188 1.7307 1.8047  0.39
H8 3.8262 1.1069 2.7930  0.39
H9 2.0239 0.3408 1.4939  0.61
O5 -0.3156 2.0158 -0.4168  -0.61
H10 -0.0182 2.5028 0.3536  0.31
H11 0.1919 2.4816 -1.1285  0.32

The DFT total energy results, record by record, are as follows: -80722.1227 -51271.4110 -19780.1074 -50233.8673 -82447.8679 -41671.4748 eV.